DFT (ωB97M-V/def2-TZVPD) results for a structure of composition C4H8HgOP2 at a distorted geometry.

Element x y z (Å)
C 3.746 0.658 0.304
C 2.677 0.489 -0.465
C 1.184 0.266 -1.069
P -0.075 0.011 0.381
C -0.571 -1.837 0.227
P -1.816 1.294 0.132
O -2.561 1.611 1.506
H 4.478 0.726 1.207
H 1.140 -0.640 -1.780
H 0.802 1.200 -1.633
H -1.697 -2.002 0.036
H -0.185 -2.341 1.201
H 0.023 -2.355 -0.635
H -1.432 2.548 -0.495
H -2.746 0.567 -0.725
Hg -2.969 -0.194 1.809

As for the total charge: +2. For the HOMO energy, the calculation gives -16.1193 eV. The frontier orbital gap comes out at 3.496 eV.

These are the Löwdin partial charges, in e, on atoms 1 to 4: 0.12, -0.15, -0.35, 0.78

---

DFT (ωB97M-V/def2-TZVPD) results for a cluster of 2 separate species, C8H5BrCl2O in total at a distorted geometry.

Element x y z (Å)
C 0.333 0.437 -1.312
C 0.117 -1.034 0.556
C 1.779 0.279 -1.301
C 1.525 -1.165 0.618
C -0.478 -0.228 -0.379
C 2.282 -0.521 -0.325
C -1.857 1.322 1.642
C -1.885 0.079 -0.332
O -1.105 0.973 2.466
Cl 4.029 -0.715 -0.229
Cl -2.576 1.224 -1.565
Br -3.136 -1.283 0.150
H -0.254 0.996 -2.023
H -0.539 -1.518 1.267
H 2.355 0.882 -1.982
H 2.099 -1.757 1.229
H -2.690 2.030 1.520

As for the total charge: 0. The energy above the lowest of the compared OMol25 structures with the same formula, charge and spin comes out at 0.0 kJ/mol. For the HOMO energy, the calculation gives -8.0945 eV. The frontier orbital gap comes out at 7.959 eV.

These are the Löwdin partial charges, in e, on atoms 1 to 4: -0.02, -0.05, -0.07, -0.07

---

DFT (ωB97M-V/def2-TZVPD) results for a cluster of 2 separate species, C4H14N2OS in total at a distorted geometry.

Element x y z (Å)
C -1.277 -0.733 0.401
N -0.717 0.630 0.420
C -0.896 1.409 -0.793
C 0.070 1.062 -1.955
S -0.759 0.402 -3.454
C -0.279 -1.892 0.370
N 0.450 -2.189 1.592
H -1.907 -0.834 -0.481
H -1.961 -0.827 1.254
H 0.256 0.650 0.722
H -1.929 1.308 -1.111
H -0.708 2.452 -0.537
H 0.743 0.277 -1.643
H 0.616 1.941 -2.269
H -0.789 1.543 -4.151
H 0.441 -1.740 -0.434
H -0.888 -2.767 0.167
H 1.023 -1.437 1.947
H -0.080 -2.616 2.334
H 3.310 0.646 2.954
H 2.314 1.660 2.520
O 2.966 1.054 2.146

The SMILES is NCCNCCS.O. As for the total charge: 0. The energy above the lowest of the compared OMol25 structures with the same formula, charge and spin comes out at 71.8 kJ/mol. For the HOMO energy, the calculation gives -8.3489 eV. The frontier orbital gap comes out at 8.980 eV.

These are the Löwdin partial charges, in e, on atoms 1 to 4: -0.23, -0.09, -0.30, -0.52

---

Copy entry 2 word for word.
DFT (ωB97M-V/def2-TZVPD) results for a cluster of 2 separate species, C8H5BrCl2O in total at a distorted geometry.

Element x y z (Å)
C 0.333 0.437 -1.312
C 0.117 -1.034 0.556
C 1.779 0.279 -1.301
C 1.525 -1.165 0.618
C -0.478 -0.228 -0.379
C 2.282 -0.521 -0.325
C -1.857 1.322 1.642
C -1.885 0.079 -0.332
O -1.105 0.973 2.466
Cl 4.029 -0.715 -0.229
Cl -2.576 1.224 -1.565
Br -3.136 -1.283 0.150
H -0.254 0.996 -2.023
H -0.539 -1.518 1.267
H 2.355 0.882 -1.982
H 2.099 -1.757 1.229
H -2.690 2.030 1.520

As for the total charge: 0. The energy above the lowest of the compared OMol25 structures with the same formula, charge and spin comes out at 0.0 kJ/mol. For the HOMO energy, the calculation gives -8.0945 eV. The frontier orbital gap comes out at 7.959 eV.

These are the Löwdin partial charges, in e, on atoms 1 to 4: -0.02, -0.05, -0.07, -0.07